A single CH4 molecule. Source: OMol25; level of theory: ωB97M-V/def2-TZVPD.

Computed properties:
Kohn-Sham gap: 14.6 eV
Relative energy (zero: lowest compared OMol25 entry of this formula, charge and spin): 0.1 kcal per mole
SMILES: C

Last column: Löwdin charge in e.
Geometry (Å):
C 0.00 0.00 0.00  -0.0549
H -0.08 0.55 -0.95  0.0172
H -0.16 -1.07 -0.19  0.0175
H -0.76 0.34 0.70  0.0136
H 0.98 0.15 0.44  0.0067

---

A molecular structure, C21H19CeN5O5S2 at a distorted geometry. Source: OMol25; level of theory: ωB97M-V/def2-TZVPD.

Computed properties:
Kohn-Sham gap (spin up / spin down): 7.3 / 7.3 eV
Relative energy (zero: lowest compared OMol25 entry of this formula, charge and spin): 20.8 kcal per mole

Last column: Löwdin charge in e.
Geometry (Å):
Ce 1.06 -0.18 -1.64  0.7730
O 5.57 -1.55 2.92  0.1113
C 4.61 -1.32 2.06  -0.2632
C 4.21 -2.30 1.07  0.1039
C 3.20 -2.00 0.20  -0.1504
N 2.64 -0.80 0.20  0.0599
C 2.99 0.10 1.08  -0.1737
C 3.98 -0.07 2.04  0.1101
C 2.20 1.34 0.96  -0.5096
O 2.31 2.29 1.69  0.1246
O 1.31 1.33 -0.03  -0.1893
C 2.55 -2.92 -0.84  -0.5349
O 2.78 -4.10 -0.81  0.1155
O 1.85 -2.30 -1.76  -0.1854
H 5.87 -2.47 2.98  0.1273
H 4.62 -3.30 1.09  0.1285
H 4.26 0.83 2.67  0.1676
S 2.02 1.17 -3.67  0.6799
C 1.07 2.36 -2.76  -0.6927
C 1.74 3.42 -2.11  -0.0359
C 1.12 4.20 -1.17  -0.1898
C 1.88 5.19 -0.52  -0.1686
N 2.53 6.05 -0.10  0.1870
C -0.25 3.95 -0.87  -0.1514
C -0.98 2.97 -1.52  -0.0347
C -0.26 2.13 -2.41  -0.6929
S -1.06 0.66 -2.93  0.6956
C -0.95 4.73 0.16  -0.1429
N -1.50 5.37 0.97  0.1611
H 2.83 3.49 -2.19  0.1408
H -2.00 2.80 -1.23  0.1204
C -4.73 -2.12 -0.70  -0.0538
C -3.68 -2.67 0.28  -0.1612
N -2.63 -1.70 0.63  -0.0754
C -2.80 -0.91 1.85  -0.1665
C -2.99 0.65 1.60  -0.0310
C -1.55 -1.52 -0.11  -0.4045
C -1.39 -2.35 -1.37  0.0005
N -0.54 -0.72 0.15  0.0547
H -5.62 -2.74 -0.54  0.0803
H -4.51 -2.05 -1.79  0.0844
H -5.06 -1.15 -0.41  0.0578
H -3.07 -3.55 -0.08  0.1304
H -4.14 -2.87 1.24  0.1097
H -1.99 -1.11 2.57  0.1257
H -3.69 -1.22 2.32  0.0950
H -2.45 0.96 0.75  0.0336
H -2.60 1.20 2.47  0.0931
H -4.06 0.74 1.51  0.0684
H -1.29 -3.37 -1.06  0.1018
H -0.51 -2.07 -1.88  -0.0007
H -2.27 -2.26 -2.00  0.0935
H -0.62 -0.26 1.04  0.0733

---

A molecular structure, C3H10Cl2N3P3 at a distorted geometry. Source: OMol25; level of theory: ωB97M-V/def2-TZVPD.

Computed properties:
Kohn-Sham gap: 7.2 eV
Relative energy (zero: lowest compared OMol25 entry of this formula, charge and spin): 11.6 kcal per mole

Last column: Löwdin charge in e.
Geometry (Å):
C -2.64 0.51 0.65  0.0193
C 1.17 2.57 -1.21  -0.3204
C 0.75 -3.09 0.99  -0.3789
N -0.40 1.40 0.48  -0.1877
N -0.87 -0.95 0.97  -0.2157
N -1.12 0.31 0.65  -0.4025
P 1.56 -0.74 -0.85  0.3299
P 1.19 1.24 -0.01  -0.0327
P 0.78 -1.22 1.24  0.5207
Cl 2.27 1.89 1.58  0.2314
Cl 4.50 0.71 -0.97  0.1792
H -2.84 0.14 1.60  0.0606
H -2.69 1.60 0.58  0.0766
H -3.05 -0.02 -0.19  0.0831
H 0.37 2.41 -1.99  0.0653
H 0.99 3.58 -0.76  0.0550
H 2.16 2.74 -1.72  0.0438
H 1.82 -3.49 1.13  0.0496
H 0.15 -3.51 1.73  -0.0176
H 0.45 -3.25 -0.10  0.0246
H 4.57 -0.13 0.06  -0.1835

---

A single CHFO4S molecule at a distorted geometry. Source: OMol25; level of theory: ωB97M-V/def2-TZVPD.

Computed properties:
Kohn-Sham gap: 11.2 eV
Relative energy (zero: lowest compared OMol25 entry of this formula, charge and spin): 7.0 kcal per mole

Last column: Löwdin charge in e.
Geometry (Å):
C -1.25 -0.37 -0.05  -0.1985
O 1.61 1.73 -0.43  -0.2047
O 1.83 -0.69 -0.69  -0.2485
O -0.48 0.06 -0.85  0.0832
O 0.76 0.24 1.34  -0.2790
F -2.45 -0.92 -0.40  0.0815
S 1.30 0.45 0.02  0.5841
H -1.32 -0.51 1.05  0.1819

---

A molecular structure, C44H55ClGdGeN5O7PS3 at a distorted geometry. Source: OMol25; level of theory: ωB97M-V/def2-TZVPD.

Computed properties:
Kohn-Sham gap (spin up / spin down): 8.6 / 5.0 eV
Spin multiplicity: 8
Charge: +1
Expectation value of S²: 16.028

Last column: Mulliken spin population.
Geometry (Å):
Gd 13.96 9.87 13.90  6.5394
O 17.26 9.78 19.05  0.0006
C 16.02 9.43 19.39  0.0000
O 15.69 9.05 20.48  0.0000
C 14.95 9.59 18.36  0.0004
C 13.61 9.56 18.66  -0.0017
Cl 12.80 9.27 20.06  0.0000
N 12.95 9.79 17.45  -0.0083
N 13.78 10.02 16.45  0.0200
C 15.03 9.87 16.97  0.0004
C 16.16 10.04 16.08  -0.0096
O 17.33 10.05 16.50  0.0071
O 15.82 10.32 14.85  0.0717
C 11.57 9.87 17.25  0.0017
C 10.87 8.69 17.21  -0.0020
C 9.55 8.68 16.96  0.0013
C 8.87 9.90 16.89  -0.0006
C 9.56 11.10 17.04  0.0005
C 10.92 11.08 17.25  -0.0022
H 17.46 9.75 18.04  0.0003
H 11.44 7.78 17.24  -0.0001
H 9.01 7.81 16.70  0.0001
H 7.77 9.88 16.73  0.0000
H 8.97 12.06 17.13  0.0001
H 11.50 12.03 17.47  0.0000
C 13.96 12.95 9.38  0.0001
C 12.97 11.79 9.62  -0.0011
S 12.60 11.47 11.35  0.0017
C 12.11 13.06 12.06  0.0018
C 13.23 13.88 12.71  -0.0012
S 14.45 13.00 13.69  0.0121
C 15.76 12.37 12.57  -0.0031
C 16.14 13.20 11.41  0.0006
S 15.67 12.63 9.77  0.0000
H 13.60 13.92 9.74  0.0000
H 14.04 13.13 8.33  -0.0001
H 13.39 10.87 9.22  -0.0001
H 12.06 11.96 9.07  0.0001
H 11.28 12.91 12.85  0.0004
H 11.65 13.67 11.32  -0.0004
H 12.85 14.55 13.42  -0.0001
H 13.82 14.48 11.94  0.0008
H 15.62 11.35 12.22  0.0144
H 16.58 12.28 13.29  -0.0001
H 17.17 13.34 11.28  -0.0002
H 15.83 14.29 11.53  0.0000
O 14.85 9.09 12.15  0.1888
C 15.65 8.22 12.79  0.0405
O 15.36 7.87 13.89  0.0426
C 16.93 8.03 12.00  0.0203
C 17.79 9.30 12.33  0.0035
Ge 19.70 9.26 12.12  -0.0013
C 20.14 11.11 12.45  0.0009
C 19.93 11.61 13.73  0.0001
C 20.06 12.99 13.95  -0.0003
C 20.37 13.82 12.84  0.0005
C 20.55 13.36 11.56  -0.0004
C 20.49 11.98 11.39  0.0003
C 20.14 8.71 10.34  0.0010
C 19.54 9.43 9.31  -0.0001
C 19.84 9.19 7.98  0.0001
C 20.73 8.16 7.65  -0.0001
C 21.31 7.47 8.65  0.0003
C 21.08 7.73 10.01  -0.0006
C 20.45 8.03 13.47  0.0005
C 21.61 8.27 14.23  0.0003
C 22.01 7.37 15.23  -0.0002
C 21.35 6.12 15.37  0.0002
C 20.31 5.76 14.51  0.0002
C 19.92 6.72 13.53  0.0011
H 16.83 7.86 10.95  0.0030
H 17.28 7.04 12.34  -0.0006
H 17.56 9.65 13.34  0.0015
H 17.40 10.05 11.68  -0.0033
H 19.67 11.02 14.56  0.0001
H 19.89 13.39 14.94  -0.0001
H 20.40 14.87 13.01  0.0001
H 20.71 14.00 10.73  -0.0001
H 20.61 11.57 10.41  0.0002
H 18.92 10.30 9.58  -0.0002
H 19.26 9.73 7.23  0.0000
H 20.87 7.97 6.60  -0.0001
H 22.05 6.69 8.44  0.0000
H 21.56 7.18 10.76  -0.0003
H 22.12 9.24 14.25  0.0001
H 22.90 7.61 15.85  0.0000
H 21.81 5.34 16.05  0.0000
H 19.91 4.78 14.52  0.0000
H 19.16 6.41 12.84  -0.0006
C 9.45 6.82 11.64  0.0000
N 10.02 7.40 12.80  -0.0001
C 9.12 8.04 13.68  0.0010
P 11.66 7.30 13.23  0.0122
O 12.07 8.57 13.94  0.0477
N 11.96 6.05 14.27  0.0005
C 13.02 5.96 15.27  0.0000
C 11.04 4.91 14.21  0.0000
N 12.47 7.09 11.85  -0.0035
C 12.40 8.07 10.71  -0.0001
C 13.20 5.88 11.48  -0.0001
H 8.61 6.27 12.04  0.0001
H 10.05 6.06 11.14  0.0000
H 9.14 7.63 11.01  0.0000
H 8.37 7.33 14.06  0.0000
H 8.56 8.79 13.17  0.0000
H 9.67 8.43 14.53  -0.0007
H 13.67 6.84 15.31  0.0021
H 13.63 5.04 15.10  0.0002
H 12.57 5.80 16.27  0.0001
H 10.23 5.09 13.53  0.0000
H 10.61 4.61 15.19  0.0000
H 11.51 4.02 13.82  0.0000
H 11.65 8.82 10.95  -0.0007
H 12.03 7.56 9.84  -0.0002
H 13.34 8.54 10.46  -0.0012
H 13.36 5.28 12.37  -0.0001
H 14.09 6.27 10.96  0.0001
H 12.59 5.35 10.73  -0.0001

---

2 unconnected molecules or ions with the total composition C3H7S at a distorted geometry. Source: OMol25; level of theory: ωB97M-V/def2-TZVPD.

Computed properties:
Kohn-Sham gap: 6.4 eV
Relative energy (zero: lowest compared OMol25 entry of this formula, charge and spin): 14.3 kcal per mole
Charge: -1

Last column: Löwdin charge in e.
Geometry (Å):
S 3.14 0.51 0.98  -0.3421
H 2.30 0.59 -0.06  -0.5057
C -0.65 0.55 0.78  -0.1368
C -1.06 -0.21 -0.44  -0.2570
C -0.23 -1.01 -1.09  -0.0299
H -0.87 -0.02 1.68  0.0693
H 0.40 0.86 0.74  -0.0061
H -1.24 1.46 0.90  0.0570
H -2.12 -0.15 -0.65  0.0764
H -0.50 -1.55 -1.99  0.0395
H 0.82 -1.04 -0.85  0.0356

---

A single C17H19BrN2O5 molecule at a distorted geometry. Source: OMol25; level of theory: ωB97M-V/def2-TZVPD.

Computed properties:
Kohn-Sham gap: 8.4 eV
Relative energy (zero: lowest compared OMol25 entry of this formula, charge and spin): 39.0 kcal per mole
SMILES: COC(=O)c1oc2ccc(Br)cc2c1NC(=O)CCN1CCOCC1

Last column: Löwdin charge in e.
Geometry (Å):
C 1.45 4.91 -0.30  -0.0378
H 1.70 5.10 0.75  0.0994
H 2.27 4.35 -0.75  0.0995
H 1.29 5.85 -0.82  0.0962
O 0.24 4.18 -0.40  -0.0022
C 0.22 2.99 0.19  -0.4241
O 1.17 2.51 0.79  0.0820
C -1.04 2.28 0.05  -0.0898
C -1.33 1.02 0.55  -0.0690
N -0.41 0.31 1.28  0.1674
C -0.37 -1.04 1.56  -0.4606
O -1.25 -1.82 1.27  0.0836
C 0.89 -1.43 2.29  -0.0724
H 0.83 -2.50 2.50  0.1160
H 0.91 -0.90 3.25  0.1261
C 2.21 -1.12 1.55  -0.1795
N 2.40 -1.70 0.25  -0.1686
C 2.31 -3.15 0.20  -0.1615
C 2.86 -3.61 -1.15  -0.1956
O 2.15 -3.02 -2.22  -0.1276
C 2.21 -1.62 -2.15  -0.1923
C 1.63 -1.11 -0.82  -0.1613
H 1.72 -0.02 -0.78  0.1242
H 0.57 -1.39 -0.77  0.1257
H 1.62 -1.25 -2.99  0.1258
H 3.25 -1.28 -2.24  0.1269
H 2.75 -4.69 -1.27  0.1249
H 3.92 -3.33 -1.22  0.1261
H 2.90 -3.58 1.00  0.1286
H 1.26 -3.49 0.29  0.1306
H 2.33 -0.03 1.45  0.1120
H 3.03 -1.48 2.19  0.1225
H 0.43 0.85 1.46  0.1140
C -2.68 0.75 0.15  -0.0560
C -3.57 -0.30 0.33  -0.0467
C -4.83 -0.16 -0.21  -0.6681
C -5.23 0.98 -0.91  -0.1174
C -4.36 2.03 -1.09  0.0177
C -3.08 1.91 -0.55  -0.1923
O -2.10 2.82 -0.61  0.1261
H -4.65 2.92 -1.63  0.1219
H -6.24 1.03 -1.31  0.1003
Br -6.10 -1.56 0.01  0.7317
H -3.28 -1.20 0.85  0.0933

---

A single C5H9NO molecule. Source: OMol25; level of theory: ωB97M-V/def2-TZVPD.

Computed properties:
Kohn-Sham gap: 10.9 eV
Relative energy (zero: lowest compared OMol25 entry of this formula, charge and spin): 29.2 kcal per mole
SMILES: [H]/N=C1/CCCCO1

Last column: Löwdin charge in e.
Geometry (Å):
N 1.01 0.86 1.88  0.1785
C -0.04 0.62 1.22  -0.4889
C -0.43 1.41 0.01  -0.1127
C 0.23 0.62 -1.16  -0.1683
C 0.40 -0.87 -0.79  -0.1779
C -0.63 -1.38 0.21  -0.1700
O -0.75 -0.54 1.37  -0.0580
H 1.18 0.05 2.48  0.0686
H -1.52 1.41 -0.09  0.1190
H -0.07 2.44 0.05  0.1170
H 1.21 1.05 -1.35  0.1123
H -0.35 0.73 -2.08  0.1065
H 0.31 -1.51 -1.67  0.1146
H 1.41 -1.04 -0.40  0.1148
H -0.34 -2.38 0.57  0.1233
H -1.61 -1.46 -0.26  0.1214

---

Number 1: DFT total energy -40.4908 Ha. Number 2: DFT total energy -2733.2498 Ha. Number 3: DFT total energy -2228.9409 Ha. Number 4: DFT total energy -837.6656 Ha. Number 5: DFT total energy -7348.7535 Ha. Number 6: DFT total energy -516.6896 Ha. Number 7: DFT total energy -3718.9460 Ha. Number 8: DFT total energy -325.8910 Ha.